1.
Formula: C36H39BClF16N3O15
Source: the OMol25 dataset
Level of theory: ωB97M-V/def2-TZVPD

Geometry as ORCA input:
```
! wB97M-V def2-TZVPD RIJCOSX def2/J DEFGRID3
* xyz 0 1
Cl -4.22 4.70 -0.79
F -1.70 1.73 0.13
F 11.96 0.72 -1.74
F 2.05 -4.77 -3.64
F -7.93 -3.99 3.17
F 12.70 -1.16 -0.97
F -1.77 0.71 6.93
F 0.59 -6.23 -3.00
F 1.55 -6.43 -4.92
F 1.80 4.00 -0.80
F -6.85 -2.18 3.66
F -3.87 1.18 7.08
F 11.95 -1.04 -3.00
F -2.69 0.94 8.88
F -8.99 -2.10 3.34
F -1.27 3.15 1.71
F -0.95 1.04 2.03
O -2.92 3.66 6.84
O -1.21 3.50 -5.70
O -8.39 -3.15 0.70
O 9.48 -0.16 -1.81
O 3.26 -6.33 -1.90
O -3.17 1.65 3.28
O -6.83 -1.55 1.07
O -2.13 -0.50 -3.96
O -1.34 3.17 8.39
O -0.10 -1.04 -0.58
O 10.15 -1.89 -0.53
O 1.40 4.15 -4.25
O -4.17 1.89 1.27
O 3.21 -7.96 -3.46
O 4.64 -0.57 -2.00
N -2.22 1.74 -4.57
N 2.61 0.47 -1.31
N 3.04 4.19 -6.08
C -1.16 2.64 -4.88
C -2.67 1.40 7.62
C -0.28 0.99 -3.48
C 1.73 1.06 -2.28
C -4.45 1.53 3.94
C -3.99 3.21 -1.72
C 2.85 -6.92 -3.01
C 0.00 2.23 -4.03
C -7.61 -2.38 1.44
C 8.09 -0.42 -1.48
C 10.36 -0.98 -1.26
C 2.05 2.31 -2.82
C 2.25 4.16 -5.24
C 3.30 3.05 -2.41
C -2.34 2.90 7.57
C -7.14 -3.74 -1.31
C -8.30 -2.96 -0.73
C -1.74 5.38 9.33
C 3.66 -0.04 -1.67
C 7.73 0.22 -0.16
C 0.57 0.36 -2.58
C 1.16 2.87 -3.71
C -1.75 1.94 1.46
C 3.13 3.66 -1.01
C 1.74 -6.07 -3.66
C -3.45 2.23 -3.95
C -3.20 1.81 1.97
C -7.85 -2.68 2.94
C -1.63 0.58 -3.99
C 11.78 -0.60 -1.75
C -4.96 0.11 3.87
C 5.65 -6.75 -1.70
C 4.27 -7.03 -1.15
C -0.89 4.54 8.41
C -3.22 3.44 -3.02
C 0.21 -2.39 -2.69
B 0.21 -1.04 -1.91
H 8.30 -0.22 0.66
H -1.34 6.40 9.39
H -3.39 2.57 -1.08
H -3.55 4.35 -3.51
H 3.70 4.58 -0.93
H 6.67 0.09 0.04
H 3.51 3.85 -3.11
H -4.94 2.71 -1.87
H -2.17 3.53 -2.75
H -2.77 5.44 8.97
H 3.40 2.96 -0.23
H -5.15 -0.20 2.84
H 5.84 -5.68 -1.72
H -7.14 -3.64 -2.40
H -0.45 -3.09 -2.18
H 1.21 -2.82 -2.67
H -9.25 -3.31 -1.12
H -5.16 2.23 3.50
H 7.91 -1.49 -1.47
H -0.88 4.94 7.39
H -8.22 -1.89 -0.94
H -4.28 1.84 4.96
H -4.20 2.46 -4.70
H 7.52 0.02 -2.29
H -0.33 -0.16 -0.26
H 4.17 -6.67 -0.13
H -3.84 1.39 -3.37
H -5.89 0.02 4.43
H -6.19 -3.37 -0.93
H 7.95 1.29 -0.18
H -4.22 -0.57 4.30
H 4.05 -8.10 -1.15
H -7.23 -4.79 -1.06
H -1.76 4.96 10.33
H 0.14 4.49 8.76
H 5.75 -7.13 -2.72
H 6.41 -7.23 -1.08
H -0.13 -2.28 -3.72
H 4.15 2.36 -2.40
*
```

Calculated total energy in hartree: -4771.12163
LUMO level in eV: -0.74
HOMO-LUMO gap in eV: 9.25
Structure (SMILES): CB(O)c1c(N=C=O)c(CCF)c(OC#N)c2c1C(=O)N(CCCCl)C2=O.CCOC(=O)C(F)(F)F.CCOC(=O)C(F)(F)F.CCOC(=O)C(F)(F)F.CCOC(=O)C(F)(F)F.CCOC(=O)C(F)(F)F

Here are the Löwdin charges for atoms 1 to 8, given in e: 0.5835, 0.1413, 0.1691, 0.1554, 0.1736, 0.1765, 0.1732, 0.1688



2.
Formula: C8H22MgN6O6
Source: the OMol25 dataset
Level of theory: ωB97M-V/def2-TZVPD

Geometry as ORCA input:
```
! wB97M-V def2-TZVPD RIJCOSX def2/J DEFGRID3
* xyz -1 2
Mg -26.13 2.54 32.15
O -24.36 1.30 32.37
O -25.19 3.93 33.29
O -25.25 3.30 30.33
O -27.14 1.51 33.54
O -26.46 1.61 30.40
O -27.49 3.98 31.80
N -27.98 5.81 32.74
N -29.31 4.07 33.12
N -25.81 4.39 35.43
N -23.90 4.95 34.80
N -22.41 1.72 33.28
N -23.33 -0.19 33.84
C -27.25 -0.91 32.89
C -24.93 4.42 34.46
C -27.95 0.36 33.33
C -29.04 0.67 32.41
C -28.35 4.61 32.41
C -25.72 2.32 29.72
C -25.24 1.88 28.29
C -23.46 0.95 33.13
H -26.49 3.66 35.27
H -27.83 -1.81 32.70
H -25.80 5.01 36.23
H -21.96 1.87 34.17
H -29.52 1.64 32.56
H -29.92 0.07 32.64
H -25.17 2.83 27.76
H -22.41 2.59 32.75
H -26.60 -0.71 32.04
H -23.12 4.91 34.16
H -28.45 0.06 34.25
H -28.54 6.17 33.50
H -23.88 4.93 35.81
H -26.44 -1.12 33.59
H -28.72 0.70 31.36
H -29.11 3.10 33.31
H -22.63 -0.19 34.58
H -29.80 4.70 33.75
H -27.34 6.32 32.14
H -24.04 -0.91 33.86
H -25.98 1.17 27.94
H -24.27 1.41 28.13
*
```

Calculated total energy in hartree: -1298.25809
LUMO level (alpha / beta) in eV: 2.72 / 2.79
HOMO-LUMO gap (alpha / beta) in eV: 2.58 / 7.72
<S²>: 0.7503

Here are the natural (NBO) charges for atoms 1 to 8, given in e: 1.7471, -0.7141, -0.8466, -0.7990, -1.0694, -0.8464, -0.7535, -0.8062